The following is a DFT calculation (the ωB97M-V functional and the def2-TZVPD basis) of an isolated molecule of C4H8N2O in a non-equilibrium geometry.

```
15
Properties=species:S:1:pos:R:3
O 2.810 -0.450 -0.211
C 1.611 -0.256 -0.087
N 0.700 -1.307 -0.017
C -0.720 -1.110 -0.146
C -1.128 0.127 0.641
C -0.353 1.285 -0.003
N 1.073 1.001 0.047
H 1.145 -2.209 -0.086
H -1.166 -0.918 -1.292
H -1.364 -1.921 -0.426
H -0.919 0.126 1.723
H -2.197 0.261 0.494
H -0.534 2.232 0.516
H -0.695 1.395 -1.042
H 1.737 1.746 -0.110
```

Summary:
SMILES: O=C1NCCCN1
Relative energy (zero: lowest compared OMol25 entry of this formula, charge and spin) (kcal/mol): 33.85
Frontier orbital gap (eV): 10.0
M (g/mol): 100.12

These are the Löwdin partial charges, in e, on atoms 1 to 6: atom 1 (O): 0.037, atom 2 (C): -0.561, atom 3 (N): 0.071, atom 4 (C): -0.221, atom 5 (C): -0.176, atom 6 (C): -0.201